Here is the molecule C26H31N3O4 from OMol25. Energies are from ωB97M-V/def2-TZVPD.

```
64
Properties=species:S:1:pos:R:3:forces:R:3
C -1.512519 1.924102 -10.145963 0.24 0.10 -0.11
C -0.497513 2.297268 -9.085302 -0.49 -0.13 -0.18
O 0.590580 2.767516 -9.328053 0.37 0.12 -0.15
N -0.932206 2.067106 -7.820234 -0.24 -0.14 0.40
C -0.106101 2.307665 -6.661108 0.31 -0.10 0.13
C 0.415579 1.018071 -6.023659 -0.26 -0.02 0.10
C -0.709607 0.167865 -5.424771 0.13 0.38 -0.22
O -0.225077 -0.965280 -4.737485 0.13 -0.25 0.17
C 0.333377 -0.824289 -3.504263 0.07 -0.13 0.16
C 0.380807 0.351628 -2.762585 -0.18 0.04 -0.30
C 0.961265 0.352038 -1.506168 0.11 -0.22 0.20
C 1.482419 -0.809567 -0.956621 0.05 0.16 -0.22
C 2.168587 -0.751110 0.369435 0.01 -0.10 -0.10
O 3.112242 -0.004392 0.558281 0.10 0.29 -0.02
N 1.716427 -1.603476 1.325712 0.13 -0.20 0.08
C 0.427222 -2.253653 1.313230 -0.52 0.07 -0.07
C -0.532642 -1.534662 2.267054 0.14 -0.28 0.11
C 0.089420 -1.492947 3.667456 0.19 -0.08 -0.26
N -0.799401 -0.936301 4.685670 0.20 -0.16 -0.16
C -1.518452 -1.848861 5.410544 -0.42 -0.09 0.27
O -1.496920 -3.035483 5.151637 -0.07 -0.24 0.02
C -2.326429 -1.277787 6.554090 0.09 -0.14 0.21
C -1.496263 -0.223563 7.275547 -0.10 -0.01 -0.08
C -1.173659 0.844204 6.274912 0.06 -0.03 0.05
C -1.215115 2.190337 6.590017 0.02 -0.01 -0.11
C -0.972688 3.153407 5.625611 -0.01 0.09 0.01
C -0.719304 2.758132 4.325670 0.03 0.05 0.03
C -0.677808 1.414851 3.995069 -0.05 -0.09 -0.05
C -0.875743 0.439099 4.967070 -0.09 0.58 0.23
C 1.470279 -0.839550 3.639295 -0.05 -0.21 -0.09
C 2.343525 -1.588708 2.630954 0.30 0.26 0.21
C 1.445472 -1.983783 -1.705923 -0.03 0.20 0.00
C 0.880241 -1.990226 -2.961685 -0.08 0.07 -0.17
H -2.442251 2.464865 -9.984105 -0.10 0.01 0.01
H -1.115697 2.176710 -11.124431 0.01 0.00 0.00
H -1.715763 0.855960 -10.107932 -0.06 -0.08 -0.01
H -1.835264 1.645841 -7.677841 0.03 0.07 -0.17
H -0.675179 2.887042 -5.925904 0.08 0.03 -0.04
H 0.738555 2.905788 -7.011198 -0.16 0.00 0.13
H 0.945997 0.430027 -6.773866 0.05 0.00 0.01
H 1.128001 1.277219 -5.238900 0.03 -0.01 0.01
H -1.348102 0.776477 -4.770149 0.01 -0.06 -0.04
H -1.332254 -0.251125 -6.220612 0.01 0.11 0.11
H -0.021395 1.275675 -3.146836 -0.04 0.06 -0.08
H 1.011976 1.271370 -0.941921 0.04 0.09 0.04
H 0.018526 -2.251683 0.303032 0.05 -0.09 0.17
H 0.556680 -3.291573 1.639979 -0.03 0.00 -0.07
H -0.723422 -0.532019 1.883742 -0.03 0.03 -0.03
H -1.480594 -2.072443 2.309789 -0.05 0.01 0.01
H 0.221881 -2.539222 3.978015 0.00 0.26 -0.10
H -2.611794 -2.099818 7.210382 0.02 -0.01 -0.15
H -3.236943 -0.824161 6.152145 0.00 0.00 0.00
H -2.042909 0.192579 8.122373 0.06 0.00 -0.01
H -0.575675 -0.677550 7.657051 -0.02 -0.02 0.04
H -1.440924 2.484466 7.604757 -0.04 0.01 0.11
H -0.999491 4.200673 5.883924 -0.01 0.10 0.02
H -0.556287 3.496843 3.555436 0.02 0.06 -0.07
H -0.504746 1.143431 2.967879 0.04 -0.07 -0.07
H 1.414752 0.206454 3.341441 0.08 0.01 0.01
H 1.924929 -0.885877 4.630140 0.01 0.03 0.04
H 3.311870 -1.096695 2.526213 -0.11 -0.15 0.06
H 2.493036 -2.623989 2.955233 0.01 0.02 -0.01
H 1.877738 -2.889345 -1.306181 0.01 -0.11 0.05
H 0.849044 -2.890885 -3.554035 0.01 -0.11 -0.08
```
Forces are in eV/Å.

Kohn-Sham gap, eV: 9.06
Multiplicity: 1
Energy, eV: -40127.448
E_HOMO, eV: -8.514
Structure (SMILES): CC(=O)NCCCOc1ccc(C(=O)N2CCC(N3C(=O)CCc4ccccc43)CC2)cc1
Max |F|, eV/A: 0.63
LUMO energy, eV: 0.55